(a)
C4H12N2O | ωB97M-V/def2-TZVPD

Geometry as XYZ:
```
19
C4H12N2O | the Open Molecules 2025 dataset | ωB97M-V/def2-TZVPD
N 1.55617 0.03549 -2.17593
C 1.06443 1.12317 -1.32369
C 1.18947 0.83329 0.21041
C -0.12419 0.46662 0.89187
N -0.32090 -0.97296 1.12910
C -1.71207 -1.25223 1.32942
O -2.33731 -1.51995 0.03704
H 1.51300 -0.84051 -1.67826
H 2.50614 0.16717 -2.48160
H 1.58723 2.00514 -1.71228
H -0.01069 1.26075 -1.42368
H 1.90075 0.02589 0.42505
H 1.52436 1.72625 0.75385
H -0.92872 0.86846 0.26958
H -0.28617 1.07352 1.80561
H 0.06256 -1.49970 0.35847
H -2.23397 -0.43081 1.80197
H -1.88143 -2.14039 1.91606
H -3.06867 -0.92923 -0.13299
```

Calculated values
Frontier orbital gap in eV: 10.1
SMILES string: NCCCNCO

***

(b)
C4H12N2O | ωB97M-V/def2-TZVPD

Geometry as XYZ:
```
19
C4H12N2O | the Open Molecules 2025 dataset | ωB97M-V/def2-TZVPD
N -1.03750 1.18425 2.26192
C -1.45625 0.56086 0.98686
C -0.38800 0.73403 -0.08834
C 0.20750 -0.55726 -0.57861
N 0.73539 -1.38704 0.53009
C 1.26491 -0.28657 -1.63389
O 1.93319 -1.48361 -2.04863
H -1.42323 0.66084 3.04804
H -1.42204 2.12303 2.30521
H -2.38444 1.02351 0.63330
H -1.80830 -0.45741 1.14381
H 0.40847 1.34868 0.33039
H -0.76224 1.27678 -0.94707
H -0.56217 -1.14270 -1.10330
H 1.73148 -1.53044 0.36672
H 0.71586 -0.81307 1.36870
H 0.80727 0.19641 -2.50670
H 2.03525 0.40849 -1.30269
H 1.40486 -1.85876 -2.76580
```

Calculated values
Frontier orbital gap in eV: 10.2
SMILES string: NCC[C@H](N)CO

***

Least stable structure: (a)

***

(a)
C4H12N2O | ωB97M-V/def2-TZVPD

Geometry as XYZ:
```
19
C4H12N2O | the Open Molecules 2025 dataset | ωB97M-V/def2-TZVPD
H 0.69607 1.36785 -1.56756
N 0.91020 0.61157 -2.20844
C 1.57918 -0.30072 -1.63228
N 2.00322 -1.40216 -2.31281
H 1.89119 -0.25135 -0.58960
H 2.33448 -2.21312 -1.82650
H 1.63202 -1.52251 -3.23973
C 0.27956 0.57210 1.81147
C -0.98021 0.16805 1.08357
C -1.99378 1.29837 1.01929
O -1.51268 -0.96308 1.77958
H 0.96205 -0.26848 1.91861
H 0.03223 0.94161 2.80512
H 0.77466 1.37986 1.26713
H -0.74839 -0.13353 0.05602
H -1.58974 2.15255 0.47089
H -2.26606 1.63108 2.02229
H -2.90027 0.96923 0.50893
H -2.40666 -1.12292 1.45765
```

Calculated values
Frontier orbital gap in eV: 10.2
SMILES string: [H]/N=C/N.CC(C)O

***

(b)
C4H12N2O | ωB97M-V/def2-TZVPD

Geometry as XYZ:
```
19
C4H12N2O | the Open Molecules 2025 dataset | ωB97M-V/def2-TZVPD
C 1.71960 -0.91917 1.51952
C 0.85814 0.12298 1.51934
N 1.19128 1.43223 1.90842
C -0.58074 -0.01057 1.01408
C -0.77989 0.68406 -0.32809
N -0.08550 0.23445 -1.54356
H 2.56589 -0.95968 2.18616
H 1.23256 -1.81555 1.15479
H 0.35486 1.86615 2.27187
H 1.98856 1.49677 2.52609
H -1.15974 0.63900 1.67754
H -0.81603 -1.06932 0.98894
H -0.58595 1.75744 -0.25707
H -1.86634 0.64200 -0.54018
H 0.25326 -0.71280 -1.40934
H 0.73984 0.81155 -1.62378
O -1.82822 -1.48971 -3.17863
H -2.51763 -1.09250 -3.70430
H -1.38921 -0.71877 -2.75430
```

Calculated values
Frontier orbital gap in eV: 9.4
SMILES string: C=C(N)CCN.O

***

(c)
C4H12N2O | ωB97M-V/def2-TZVPD

Geometry as XYZ:
```
19
C4H12N2O | the Open Molecules 2025 dataset | ωB97M-V/def2-TZVPD
C -0.24125 -0.86278 0.00625
C 2.29834 0.68631 0.92855
C -1.05212 1.50001 -0.14388
C -0.23398 -1.15084 -1.47934
N -0.32954 0.43960 0.55462
N -1.64604 -0.98106 0.65052
O 1.35212 0.69576 -0.09962
H 0.44143 -1.49235 0.57336
H -1.65230 -1.11340 1.65472
H -2.33226 -1.51883 0.13286
H 1.94309 0.18120 1.84762
H 3.21205 0.16002 0.60995
H 2.59023 1.70891 1.21457
H -1.30984 1.30949 -1.18892
H -0.39958 2.37526 -0.12545
H -1.95855 1.74709 0.41287
H 0.73538 -0.85285 -1.88182
H -1.01449 -0.61319 -2.02148
H -0.40271 -2.21835 -1.64537
```

Calculated values
Frontier orbital gap in eV: 9.9

***

(d)
C4H12N2O | ωB97M-V/def2-TZVPD

Geometry as XYZ:
```
19
C4H12N2O | the Open Molecules 2025 dataset | ωB97M-V/def2-TZVPD
C -1.47087 2.02379 0.12352
N -1.26403 0.45740 0.13234
N -2.17125 -0.08075 -0.76346
O -1.54798 0.06892 1.50465
H -2.47509 2.28214 0.47048
H -0.72777 2.43925 0.79925
H -1.31225 2.35985 -0.89771
H -2.01952 -1.08203 -0.82171
H -3.13456 0.16626 -0.53448
H -0.73627 -0.37464 1.78835
C 1.58585 -1.67895 0.91841
C 1.35640 -0.79580 -0.03778
C 2.34141 -0.47858 -1.11188
H 0.86608 -1.91836 1.68726
H 2.54654 -2.16319 1.03791
H 0.37984 -0.04811 -0.11713
H 2.57795 0.58604 -1.10748
H 3.27411 -1.02718 -0.98159
H 1.93142 -0.73605 -2.08893
```

Calculated values
Frontier orbital gap in eV: 9.9
SMILES string: CN(N)O.C=CC

***

Least stable structure: (c)